1.
{"formula": "C5H9N", "method": "ωB97M-V with the def2-TZVPD basis set", "e_homo_ha": -0.3249, "fmax_ev_per_a": 0.3, "smiles": "C1CC1N1CC1", "mol_weight_g_mol": 83.1, "multiplicity": 1, "e_lumo_ev": 1.31, "energy_ha": -250.5843, "species": ["C", "C", "C", "N", "C", "C", "H", "H", "H", "H", "H", "H", "H", "H", "H"], "positions_angstrom": [[-1.42435, 0.95570, 0.33098], [-1.92125, -0.31183, -0.30932], [-0.56561, -0.27385, 0.32759], [0.56496, -0.35270, -0.56925], [1.78415, -0.91981, -0.03107], [1.70184, 0.52510, -0.34924], [-1.13461, 1.77975, -0.31454], [-1.86579, 1.25564, 1.27795], [-2.72616, -0.86600, 0.16415], [-1.90735, -0.34806, -1.39445], [-0.44324, -0.78527, 1.28405], [1.79202, -1.18055, 1.02857], [2.31802, -1.61506, -0.67462], [2.16069, 0.91305, -1.25668], [1.66665, 1.22387, 0.48589]]}


2.
{"formula": "C5H9N", "method": "ωB97M-V with the def2-TZVPD basis set", "e_homo_ha": -0.3237, "fmax_ev_per_a": 0.8, "smiles": "CC=C=N.C=C", "mol_weight_g_mol": 83.1, "multiplicity": 1, "e_lumo_ev": 1.01, "energy_ha": -250.5762, "species": ["C", "C", "C", "C", "C", "N", "H", "H", "H", "H", "H", "H", "H", "H", "H"], "positions_angstrom": [[0.96633, -1.98357, 0.21520], [1.23176, -0.85472, -0.43713], [-0.39037, 1.34323, 0.37359], [-1.00683, 1.69161, -0.95298], [-0.81864, 0.36814, 1.13564], [-1.13187, -0.61888, 1.79496], [1.46591, -2.23275, 1.14961], [-0.52514, -1.37877, 1.44637], [0.20334, -2.67581, -0.13625], [1.96987, -0.14256, -0.07675], [0.70641, -0.58007, -1.34938], [0.45299, 1.92032, 0.74205], [-0.23715, 1.86314, -1.71498], [-1.66663, 0.89678, -1.31610], [-1.59261, 2.60907, -0.85617]]}